Here is a cluster of 7 separate species, C31H77IN8O8P in total from the Open Molecules 2025 dataset. Energies are from wB97M-V/def2-TZVPD.

The geometry in XYZ format:
```
126
Properties=species:S:1:pos:R:3
N 1.08 2.53 0.08
C 0.62 2.21 1.40
P -1.20 2.19 1.58
I -1.94 4.39 1.97
C -1.72 1.24 3.08
O -0.89 0.17 3.40
O -1.30 -0.88 2.50
C -1.85 1.57 0.02
C -2.68 2.29 -0.84
C -3.05 1.67 -2.03
C -2.59 0.39 -2.31
C -1.76 -0.24 -1.38
N -1.39 0.34 -0.24
H 0.60 3.29 -0.38
H 1.09 1.73 -0.53
H 1.01 2.90 2.13
H 0.93 1.20 1.66
H -2.76 0.96 2.99
H -1.63 1.94 3.90
H -0.52 -1.02 1.94
H -3.01 3.28 -0.61
H -3.69 2.19 -2.73
H -2.86 -0.12 -3.22
H -1.40 -1.23 -1.56
C -6.34 -2.58 -0.10
C -5.74 -3.22 -1.35
C -4.51 -4.10 -1.07
O -3.33 -3.37 -0.80
C -3.16 -2.93 0.53
N -5.46 -2.18 -2.34
H -5.75 -1.73 0.23
H -7.34 -2.21 -0.33
H -6.42 -3.29 0.72
H -6.49 -3.88 -1.78
H -4.29 -4.68 -1.97
H -4.71 -4.81 -0.25
H -3.54 -3.66 1.25
H -3.66 -1.97 0.70
H -2.09 -2.79 0.70
H -5.19 -2.60 -3.22
H -4.64 -1.66 -2.03
C -5.74 3.41 3.78
C -5.65 2.97 2.32
C -6.97 2.48 1.72
O -7.34 1.18 2.13
C -8.05 1.10 3.36
N -4.58 1.97 2.18
H -5.79 2.55 4.45
H -4.86 3.99 4.06
H -6.62 4.03 3.96
H -5.35 3.85 1.73
H -6.84 2.41 0.63
H -7.77 3.19 1.91
H -8.71 1.96 3.49
H -7.38 1.02 4.22
H -8.66 0.20 3.31
H -4.46 1.76 1.20
H -4.94 1.10 2.58
C -1.49 5.81 -5.33
C -1.53 4.50 -6.12
C -2.95 4.04 -6.49
O -3.68 3.48 -5.41
C -4.33 4.40 -4.56
N -0.78 3.48 -5.39
H -1.76 5.65 -4.29
H -0.48 6.21 -5.34
H -2.16 6.55 -5.75
H -1.01 4.67 -7.06
H -2.87 3.24 -7.23
H -3.52 4.86 -6.94
H -4.72 5.26 -5.11
H -3.67 4.76 -3.76
H -5.17 3.88 -4.10
H -0.68 2.65 -5.97
H -1.34 3.18 -4.60
C 3.47 -3.26 4.36
C 2.42 -2.19 4.60
C 1.71 -2.28 5.96
O 0.76 -3.31 6.06
C 1.26 -4.60 6.39
N 1.46 -2.19 3.49
H 3.02 -4.22 4.12
H 4.11 -2.98 3.52
H 4.11 -3.39 5.24
H 2.92 -1.22 4.59
H 1.16 -1.35 6.12
H 2.45 -2.37 6.77
H 2.10 -4.52 7.08
H 1.57 -5.16 5.50
H 0.45 -5.14 6.88
H 0.84 -1.40 3.58
H 0.86 -3.01 3.61
C 3.84 -0.42 -0.26
C 3.02 -1.66 0.09
C 3.86 -2.91 0.36
O 4.38 -3.52 -0.80
C 5.60 -3.00 -1.30
N 2.00 -1.88 -0.94
H 4.21 -0.46 -1.28
H 3.24 0.48 -0.16
H 4.70 -0.32 0.41
H 2.48 -1.47 1.03
H 3.22 -3.66 0.82
H 4.67 -2.69 1.07
H 6.26 -2.67 -0.50
H 5.43 -2.16 -1.99
H 6.09 -3.80 -1.85
H 1.39 -2.64 -0.65
H 2.47 -2.23 -1.77
C 10.95 0.42 -2.00
C 10.36 -0.73 -2.81
C 8.83 -0.78 -2.82
O 8.24 -1.26 -1.62
C 8.12 -0.31 -0.58
N 10.97 -1.99 -2.37
H 10.92 0.21 -0.93
H 12.00 0.56 -2.27
H 10.43 1.35 -2.19
H 10.66 -0.59 -3.85
H 8.51 -1.48 -3.59
H 8.41 0.21 -3.07
H 7.92 0.69 -0.98
H 9.01 -0.26 0.05
H 7.28 -0.61 0.04
H 10.70 -2.75 -2.99
H 10.59 -2.23 -1.46
```

Summary:
- Net charge: +1
- Calculated total energy: -2905.9381 a.u.
- Kohn-Sham gap: 7.089 eV
- Multiplicity: 1
- Relative energy (zero: lowest compared OMol25 entry of this formula, charge and spin): 0.000 eV



Here is a cluster of 8 separate species, C31H80N4O4 in total from the Open Molecules 2025 dataset. Energies are from wB97M-V/def2-TZVPD.

The geometry in XYZ format:
```
119
Properties=species:S:1:pos:R:3
C 11.25 4.69 -11.05
C 12.31 5.75 -11.47
N 11.75 7.13 -11.67
C 10.89 7.25 -12.88
C 10.08 8.51 -12.92
C 12.82 8.14 -11.72
C 13.20 8.51 -10.25
H 10.80 4.43 -12.00
H 10.55 4.94 -10.25
H 11.83 3.82 -10.74
H 13.03 5.87 -10.67
H 12.82 5.52 -12.41
H 11.50 7.27 -13.79
H 10.17 6.43 -12.87
H 9.61 8.56 -11.94
H 10.62 9.44 -13.10
H 9.21 8.52 -13.59
H 12.65 9.05 -12.28
H 13.71 7.80 -12.25
H 12.32 8.77 -9.66
H 13.95 9.30 -10.17
H 13.67 7.63 -9.82
C 10.97 3.01 -1.70
C 11.87 1.82 -1.52
N 12.05 1.08 -2.83
C 12.74 -0.27 -2.57
C 12.59 -1.32 -3.62
C 12.79 1.89 -3.82
C 14.15 2.55 -3.41
H 11.44 3.74 -2.36
H 10.77 3.58 -0.79
H 10.01 2.71 -2.12
H 12.81 2.17 -1.10
H 11.50 1.08 -0.81
H 13.81 -0.16 -2.41
H 12.39 -0.64 -1.61
H 13.13 -2.18 -3.24
H 11.57 -1.40 -3.98
H 13.29 -0.95 -4.38
H 12.01 2.62 -4.05
H 13.08 1.26 -4.66
H 14.95 1.83 -3.53
H 14.15 2.92 -2.38
H 14.35 3.35 -4.12
C 8.01 -11.10 -9.47
C 7.43 -9.77 -10.01
N 6.18 -9.37 -9.41
C 5.57 -8.44 -10.44
C 4.19 -7.92 -9.97
C 6.33 -8.77 -8.06
C 7.04 -7.43 -7.97
H 8.98 -11.11 -9.98
H 7.47 -11.95 -9.88
H 8.18 -11.16 -8.40
H 8.10 -8.92 -10.02
H 7.31 -9.83 -11.09
H 6.18 -7.54 -10.56
H 5.45 -8.82 -11.45
H 3.57 -8.79 -9.73
H 4.32 -7.25 -9.13
H 3.67 -7.35 -10.74
H 6.88 -9.54 -7.52
H 5.39 -8.71 -7.53
H 6.40 -6.56 -8.08
H 7.91 -7.21 -8.59
H 7.51 -7.42 -6.98
C 12.41 -2.57 -14.84
C 13.93 -2.87 -14.58
N 14.22 -4.24 -14.09
C 13.49 -5.24 -14.91
C 13.95 -5.37 -16.42
C 15.71 -4.48 -13.94
C 16.07 -5.48 -12.88
H 12.22 -1.52 -15.02
H 11.83 -2.79 -13.94
H 12.05 -3.12 -15.71
H 14.37 -2.78 -15.57
H 14.29 -2.11 -13.89
H 12.40 -5.21 -14.85
H 13.60 -6.23 -14.48
H 13.96 -4.43 -16.97
H 13.44 -6.12 -17.02
H 15.00 -5.64 -16.39
H 16.19 -4.65 -14.91
H 16.17 -3.57 -13.55
H 17.14 -5.71 -12.97
H 16.04 -5.03 -11.89
H 15.47 -6.38 -12.79
C 18.85 2.06 -8.86
C 18.07 0.91 -9.48
C 17.02 1.57 -10.28
O 17.34 2.89 -10.17
C 17.96 3.30 -8.94
H 19.68 2.15 -9.56
H 19.36 1.93 -7.90
H 17.59 0.39 -8.66
H 18.64 0.11 -9.95
H 16.07 1.35 -9.79
H 17.20 1.22 -11.30
H 17.17 3.48 -8.21
H 18.36 4.31 -8.99
C 13.54 -9.04 -8.56
O 13.06 -8.04 -7.70
H 13.33 -10.09 -8.35
H 13.33 -8.95 -9.63
H 14.63 -9.04 -8.63
H 12.93 -7.28 -8.28
C 11.68 -3.03 -9.66
O 12.24 -4.29 -9.93
H 10.72 -2.92 -10.15
H 11.54 -2.94 -8.58
H 12.36 -2.20 -9.89
H 12.46 -4.14 -10.85
C 6.96 0.82 -6.18
O 8.13 -0.03 -6.05
H 6.10 0.59 -5.56
H 7.22 1.88 -6.17
H 6.58 0.75 -7.20
H 8.58 0.28 -5.25
```

Summary:
- SMILES string: CCN(CC)CC.CCN(CC)CC.CCN(CC)CC.CCN(CC)CC.C1CCOC1.CO.CO.CO
- Calculated total energy: -1748.8206 a.u.
- Kohn-Sham gap: 8.540 eV
- Multiplicity: 1
- Relative energy (zero: lowest compared OMol25 entry of this formula, charge and spin): 0.203 eV



- The highest relative energy (zero: lowest compared OMol25 entry of this formula, charge and spin) belongs to which entry?
  C31H80N4O4